The following is a quantum chemistry calculation of C31H30N7O5SeY as an isolated structure in a non-equilibrium geometry, from the Open Molecules 2025 dataset.

Summary:
Max |F|, eV Å⁻¹: 5.3
Frontier orbital gap (spin up / spin down), Ha: 0.1577 / 0.1616
HOMO energy (spin up / spin down), eV: -4.54 / -4.65
E_tot, eV: -119690.3128
Net charge: 0
Energy relative to the best compared isomer or geometry (same formula, charge and spin), eV: 1.555
2S+1: 1

Positions of all 75 atoms, in Å:
Y  12.11772  8.29660  12.01313
Se  10.33128  5.91244  12.78564
O  12.88928  6.44521  10.61594
O  9.86328  10.93157  11.06811
O  11.51954  10.78647  12.76404
O  8.82342  11.09261  9.01051
O  12.17405  5.10808  8.93297
N  14.14616  9.42048  11.35547
N  6.08255  6.43200  14.76109
N  12.46355  8.32682  14.47496
N  10.94086  8.29691  9.88752
N  16.24385  10.00185  11.90446
N  12.30195  6.62685  15.93689
N  14.28764  7.09033  12.91155
C  8.64898  6.40194  13.55297
C  16.08563  12.11262  8.82101
C  6.34795  7.07219  13.60686
C  15.18557  8.16497  13.28163
C  15.15744  9.19733  12.19038
C  12.73125  7.03981  14.72833
C  9.53092  10.33367  9.93875
C  11.60620  7.71419  16.53810
C  9.33025  7.49764  7.68553
C  11.26608  7.32889  9.01105
C  11.01639  7.79834  17.76362
C  14.04943  10.84052  9.23030
C  7.08421  5.82062  15.41316
C  7.58368  7.17075  13.01881
C  10.63683  9.10152  18.14769
C  14.75614  11.77320  8.48425
C  11.03835  10.27590  17.36883
C  9.79478  8.97542  9.56236
C  16.72665  11.60571  9.99357
C  13.81049  6.26314  14.02461
C  11.80320  8.82322  15.63163
C  10.50046  10.08549  12.11986
C  11.65721  10.09659  16.10945
C  10.64929  6.97610  7.83034
C  8.92454  8.46370  8.56968
C  9.43291  9.77869  13.19739
C  14.59761  10.31994  10.35934
C  12.09325  12.03267  12.26014
C  8.41535  5.81653  14.83490
C  15.96248  10.66660  10.69014
C  12.22722  6.32486  9.57906
H  8.79219  7.17467  6.82208
H  10.89254  11.25284  17.78600
H  11.70608  12.18984  11.23886
H  14.94250  8.63455  14.22816
H  16.62047  12.72277  8.13688
H  7.95250  8.93894  8.43193
H  6.85361  5.22282  16.32122
H  12.51538  5.73923  16.41708
H  10.74753  6.89925  18.30112
H  9.24153  5.27571  15.33159
H  8.27477  11.80255  9.40679
H  11.99212  10.94391  15.47274
H  13.19330  10.32120  8.75889
H  16.98408  10.22416  12.57811
H  9.73678  8.85622  13.71907
H  10.11689  9.27294  19.09299
H  11.59693  5.28424  8.11123
H  11.14108  6.45891  7.02730
H  9.36915  10.62634  13.92339
H  13.38518  5.30865  13.65123
H  13.14238  12.01968  12.41192
H  8.47544  9.51863  12.76638
H  7.64452  7.82184  12.12954
H  14.58329  5.91125  14.70213
H  16.26488  7.90160  13.40239
H  5.45239  7.45732  13.11893
H  14.61511  6.49776  12.14354
H  11.63801  12.78951  12.95515
H  14.29208  12.24588  7.62893
H  17.69953  11.90631  10.35139

These are the Löwdin partial charges, in e, on atoms 1 to 5:
1. Y 1.388
2. Se 0.601
3. O -0.081
4. O -0.018
5. O -0.268